C5H8IN2S | ωB97M-V/def2-TZVPD

Frontier orbital gap ... 7.550 eV
LUMO energy ... -5.23 eV
Net charge ... +1

Each line ends with the Löwdin charge.
CARTESIAN COORDINATES (ANGSTROEM)
1 C 2.43 -0.47 0.96  -0.060
2 C 1.79 -1.64 0.81  -0.338
3 C 1.81 0.77 0.50  -0.351
4 C 0.79 0.68 -0.66  -0.090
5 C -0.12 -0.47 -0.70  -0.497
6 N 2.19 1.88 0.94  0.205
7 N -1.38 -0.14 -1.00  0.163
8 S 0.20 -1.99 0.10  1.113
9 I -5.76 0.16 0.01  0.378
10 H 3.36 -0.28 1.48  0.131
11 H 2.13 -2.65 1.15  0.095
12 H 0.21 1.55 -0.68  0.105
13 H 1.22 0.72 -1.68  0.168
14 H 1.79 2.75 0.65  0.074
15 H -1.60 0.72 -1.48  0.143
16 H -2.16 -0.64 -0.59  0.112
17 H -6.89 -0.93 0.18  -0.351


C5H8IrO4 | ωB97M-V/def2-TZVPD

Frontier orbital gap (alpha / beta) ... 5.482 / 7.828 eV
Spin multiplicity ... 6
LUMO energy (alpha / beta) ... 0.54 / -1.98 eV

Each line ends with the Löwdin spin population.
CARTESIAN COORDINATES (ANGSTROEM)
1 O 1.83 -0.28 0.03  0.464
2 C 1.47 2.27 -0.33  0.465
3 O 2.05 3.12 0.29  0.315
4 C -2.50 0.22 -0.17  0.048
5 O -1.58 1.23 -0.37  0.437
6 C -1.90 -1.15 -0.47  0.016
7 O -0.66 -1.22 0.23  0.130
8 C 0.31 -2.12 -0.28  0.014
9 C 1.66 -1.64 0.23  0.045
10 Ir 0.17 0.72 0.29  3.037
11 H -3.40 0.33 -0.81  0.005
12 H -2.87 0.20 0.88  0.008
13 H -1.69 -1.23 -1.56  0.000
14 H -2.56 -1.98 -0.17  0.001
15 H 0.29 -2.09 -1.38  0.000
16 H 0.09 -3.15 0.04  0.002
17 H 2.44 -2.24 -0.28  0.006
18 H 1.73 -1.88 1.32  0.009


C5H8LiNaO4 | ωB97M-V/def2-TZVPD

Frontier orbital gap ... 5.120 eV
LUMO energy ... -1.58 eV

Each line ends with the Löwdin charge.
CARTESIAN COORDINATES (ANGSTROEM)
1 O -2.86 0.77 0.12  -0.521
2 C -1.99 -0.33 0.10  -0.400
3 C -0.72 -0.13 -0.73  -0.067
4 H -1.68 -0.58 1.14  0.112
5 H -2.52 -1.23 -0.28  0.092
6 H -0.93 0.04 -1.80  0.101
7 H -0.22 -1.11 -0.79  0.086
8 O 0.94 0.39 1.19  -0.051
9 C 0.57 0.88 -0.09  -0.705
10 C 1.85 -0.67 1.03  -0.178
11 O 0.20 2.11 -0.05  -0.151
12 O 1.74 0.67 -0.87  -0.048
13 C 2.46 -0.44 -0.37  -0.177
14 H 1.33 -1.64 1.10  0.110
15 H 2.60 -0.61 1.83  0.115
16 H 2.32 -1.31 -1.02  0.110
17 H 3.52 -0.19 -0.33  0.115
18 Li -4.58 0.72 -0.04  0.795
19 Na -2.03 2.66 -0.13  0.662


C5H8MgO5Y | ωB97M-V/def2-TZVPD

Frontier orbital gap (alpha / beta) ... 4.107 / 8.411 eV
Spin multiplicity ... 2
LUMO energy (alpha / beta) ... -9.01 / -9.01 eV
Net charge ... +2

Each line ends with the Löwdin spin population.
CARTESIAN COORDINATES (ANGSTROEM)
1 C -1.75 -2.30 -1.10  0.030
2 O -2.64 -2.87 -1.77  0.207
3 O -0.53 -2.41 -1.33  0.010
4 Mg -4.25 -3.93 -1.41  0.746
5 O -0.04 -1.21 1.49  0.000
6 C -0.52 -0.08 2.07  0.000
7 C -0.52 1.07 1.14  0.000
8 O 0.38 0.96 0.26  0.000
9 C 1.06 1.92 -0.59  0.000
10 C 2.45 1.29 -0.78  0.000
11 O 2.35 -0.06 -1.03  0.000
12 Y 1.17 -1.41 -0.16  0.004
13 H -0.02 0.31 2.99  0.000
14 H -1.59 -0.18 2.40  0.000
15 H -0.87 2.08 1.42  0.000
16 H -2.18 -1.36 -0.52  0.003
17 H 1.05 2.90 -0.09  0.000
18 H 0.49 1.92 -1.52  0.000
19 H 3.04 1.51 0.13  0.000
20 H 2.92 1.85 -1.61  0.000


C5H8N | ωB97M-V/def2-TZVPD

Frontier orbital gap ... 8.327 eV
LUMO energy ... -7.49 eV
Net charge ... +1

Each line ends with the Löwdin charge.
CARTESIAN COORDINATES (ANGSTROEM)
1 C -0.59 -0.10 -0.48  -0.167
2 C 1.22 0.68 0.80  -0.114
3 C 0.99 -0.80 1.10  -0.224
4 C 0.16 1.00 -0.14  0.098
5 C -1.72 -0.27 -1.39  -0.017
6 N -0.02 -1.29 0.33  0.274
7 H 1.23 1.35 1.67  0.156
8 H 2.21 0.83 0.34  0.165
9 H 1.87 -1.46 1.02  0.176
10 H 0.71 -0.96 2.16  0.188
11 H -0.03 1.99 -0.52  0.150
12 H -1.41 -0.86 -2.25  0.110
13 H -2.08 0.70 -1.73  0.101
14 H -2.53 -0.81 -0.91  0.104


C5H8N | ωB97M-V/def2-TZVPD

Frontier orbital gap ... 9.848 eV
LUMO energy ... -4.53 eV
Net charge ... +1

Each line ends with the Löwdin charge.
CARTESIAN COORDINATES (ANGSTROEM)
1 C -0.22 1.89 -0.19  0.244
2 C 0.19 0.95 0.73  -0.101
3 C -0.40 -0.60 -1.53  -0.154
4 C -0.11 0.49 -0.56  0.023
5 C 0.67 0.58 2.09  0.009
6 N -0.17 -1.95 -0.87  0.051
7 H -0.51 2.94 -0.51  0.168
8 H -1.22 -0.30 -2.12  0.117
9 H 0.44 -0.54 -2.29  0.164
10 H -0.12 0.60 2.88  0.114
11 H 1.56 1.22 2.27  0.119
12 H 0.83 -0.54 2.05  0.115
13 H -0.96 -2.24 -0.31  0.081
14 H 0.03 -2.51 -1.64  0.049